#P
This record from the OMol25 dataset describes the molecule C9H8N2O3. The level of theory is ωB97M-V with the def2-TZVPD basis set.

The SMILES is O=C[C@H]1c2ccccc2N[C@@H]1[N+](=O)[O-].

Atoms and positions in Å:
O -3.005 0.396 1.486
O -3.119 1.955 -0.048
O -0.632 -2.466 -1.544
N -2.737 0.872 0.387
N -0.854 0.810 -1.185
C -1.818 0.007 -0.608
C -0.593 -2.242 -0.368
C 1.541 1.368 -0.764
C 0.326 0.804 -0.425
C -1.030 -1.009 0.305
C 1.421 -0.616 1.186
C 2.643 0.097 0.913
C 2.613 1.066 -0.021
C 0.300 -0.217 0.501
H -0.145 -2.994 0.376
H -1.360 -1.219 1.329
H 1.317 -1.291 1.932
H -1.064 1.570 -1.805
H -2.527 -0.641 -1.282
H 3.461 0.129 1.552
H 1.740 2.088 -1.569
H 3.523 1.533 -0.347

***

#Q
This record from the OMol25 dataset describes the molecule C9H8N2O3. The level of theory is ωB97M-V with the def2-TZVPD basis set.

Atoms and positions in Å:
O -2.258 -1.308 -2.035
O 1.459 1.438 -2.678
O -0.945 -0.128 -3.308
N -1.228 -0.731 -2.133
N -0.287 -0.544 -1.298
C 1.432 1.360 -1.462
C -0.513 -0.516 0.076
C -1.827 -0.534 1.999
C 0.370 0.166 2.207
C -1.727 -0.657 0.630
C 2.366 0.533 -0.727
C -0.826 -0.094 2.811
C 1.970 -0.145 0.339
C 0.570 -0.137 0.850
H -2.874 -0.678 2.402
H 0.705 1.741 -0.900
H -0.894 0.389 3.855
H 2.705 -0.850 0.876
H 3.376 0.603 -1.222
H -0.048 0.328 -3.069
H 1.178 0.758 2.681
H -2.705 -0.993 0.105

***

It is #Q that is the least stable of them.

***

#P
This record from the OMol25 dataset describes a structure of composition C24H38F18N5O14S6Y. The level of theory is ωB97M-V with the def2-TZVPD basis set.

Atoms and positions in Å:
Y 0.032 -2.217 0.776
S 1.005 -0.479 3.278
S 2.648 -3.746 0.363
S -1.451 -0.459 3.681
S -3.348 -2.593 0.561
S -2.205 -4.831 -0.063
S 1.385 -5.565 1.645
F -0.629 -5.045 3.293
F 0.097 -4.918 -1.492
F 2.576 -0.793 5.564
F -5.428 -2.577 -1.189
F -0.063 -7.182 3.181
F -3.803 -1.578 4.310
F -2.243 -2.589 5.466
F 0.648 -1.812 5.719
F 5.222 -3.887 1.114
F -3.389 -2.578 -2.109
F 1.102 -5.787 4.343
F -4.065 -0.757 -1.185
F -1.703 -4.731 -2.704
F 2.235 -2.601 4.386
F 4.364 -2.068 1.613
F -2.420 -2.935 3.386
F -1.125 -6.617 -1.766
F 3.892 -3.835 2.824
O 1.776 -1.082 2.235
O -1.753 -5.636 1.012
O -3.610 -5.214 -0.401
O 0.063 0.037 -0.507
O -2.326 0.416 2.984
O -3.176 -1.299 1.165
O 2.294 -2.465 -0.349
O -4.317 -3.502 1.289
O -1.657 2.669 -0.906
O 1.164 0.952 3.385
O -1.107 0.037 5.000
O 2.996 -4.866 -0.496
O 2.676 -5.984 2.156
O 0.823 -6.377 0.572
N 1.206 -3.975 1.320
N -1.189 3.942 -0.604
N 1.052 -0.232 -1.472
N -0.468 -1.174 2.719
N -1.754 -3.236 0.082
C 2.082 2.056 -2.021
C 0.563 -0.610 -2.840
C 3.374 -0.123 -2.339
C 0.348 -5.904 3.265
C -0.639 6.657 0.192
C -0.177 0.572 -3.461
C 2.271 0.639 -1.485
C -1.926 4.236 1.748
C -1.146 -5.353 -1.623
C 3.037 0.813 -0.044
C 1.720 -1.213 -3.792
C -0.675 6.337 -1.365
C -1.471 5.007 -1.639
C 1.677 -1.502 4.906
C 3.052 -0.364 -3.709
C -0.668 4.230 0.788
C -1.340 4.311 -3.046
C 0.109 5.569 0.939
C -2.547 -2.000 4.267
C -0.338 -1.918 -2.504
C 4.128 -3.370 1.543
C -2.946 5.358 -1.400
C -4.181 -2.095 -1.167
C 0.368 3.232 1.233
H 3.038 0.617 -4.183
H 4.337 0.387 -2.342
H 0.364 2.944 2.284
H -1.348 5.147 -3.745
H -0.304 0.874 -0.803
H -0.480 -2.544 -3.385
H -2.685 4.920 1.368
H 0.210 -2.696 -1.973
H -0.057 5.755 2.000
H 3.904 -0.743 -4.274
H 1.140 5.539 0.589
H 1.540 -1.267 -4.866
H 0.216 2.211 0.882
H 3.890 1.490 0.008
H 0.344 6.360 -1.750
H 0.605 1.066 -4.038
H -3.298 5.845 -2.310
H -2.281 3.205 1.723
H 2.406 1.279 0.713
H -3.522 4.433 -1.427
H -2.526 2.724 -0.501
H -0.354 3.866 -3.178
H -1.578 4.541 2.735
H 1.785 -2.272 -3.541
H 3.510 -0.119 0.266
H 2.455 2.214 -3.034
H -1.092 0.402 -4.029
H -2.153 3.603 -3.201
H -3.124 5.985 -0.526
H 3.724 -1.047 -1.880
H -1.336 -1.739 -2.105
H -0.057 7.578 0.213
H 1.435 3.345 1.039
H -1.130 7.228 -1.797
H 1.073 2.439 -1.867
H -0.550 1.246 -2.690
H -1.589 7.040 0.565
H 2.789 2.748 -1.563

***

#Q
This record from the OMol25 dataset describes a structure of composition C24H38F18N5O14S6Y. The level of theory is ωB97M-V with the def2-TZVPD basis set.

Atoms and positions in Å:
Y 2.026 -0.497 1.134
S 3.016 1.981 -0.341
S 0.637 2.807 0.514
S 4.107 -2.679 2.316
S -1.239 -2.280 1.639
S 5.423 -0.509 2.542
S -0.136 -1.272 3.659
F 6.176 1.876 3.511
F 4.585 -4.278 4.436
F 2.735 -3.280 4.649
F -1.498 -4.990 1.815
F 3.589 3.988 1.410
F -0.788 4.150 2.234
F 4.719 4.122 -0.464
F -1.115 0.803 5.073
F -0.159 -4.395 0.293
F -1.670 0.755 2.950
F 3.982 1.801 2.969
F -2.682 -0.573 4.383
F 0.464 -4.461 2.443
F 4.691 0.822 4.736
F 5.206 2.673 1.060
F 0.062 2.435 3.145
F 1.296 4.099 2.713
F 4.475 -2.187 4.995
O -1.607 -1.962 0.270
O -0.542 2.044 0.038
O 2.812 -2.807 1.710
O 6.081 0.009 1.326
O 2.617 2.377 -1.695
O 6.297 -1.312 3.410
O 5.234 -3.451 1.760
O -2.418 -2.297 2.509
O 1.065 4.069 -0.103
O -6.621 3.082 -1.197
O 3.579 0.628 -0.373
O -0.354 -2.566 4.299
O 1.136 -0.645 3.958
O 1.335 -2.097 -0.567
N 0.183 -1.256 2.080
N 1.927 -1.557 -1.698
N -5.694 2.285 -0.679
N 1.736 1.689 0.802
N 3.958 -0.985 2.145
C -5.175 4.091 1.033
C -3.240 0.850 -0.120
C 3.973 -3.122 4.204
C -0.050 -0.004 -1.898
C 5.016 1.152 3.504
C 4.204 3.279 0.480
C 2.484 -1.148 -4.593
C 2.655 -3.718 -2.930
C -4.944 1.172 -2.775
C 0.764 -1.106 -2.529
C -6.943 0.328 -1.453
C 4.202 -2.462 -1.338
C -4.601 3.038 -0.041
C -3.677 3.839 -0.957
C -4.535 0.106 -0.635
C -1.552 0.027 4.036
C 1.338 -0.458 -3.869
C -3.770 2.024 0.734
C 0.303 3.394 2.282
C -5.578 1.031 -1.406
C 3.023 -2.375 -2.325
C -0.215 -2.272 -2.958
C 3.578 -1.517 -3.500
C -0.503 -4.173 1.584
H -2.982 2.474 1.337
H -0.568 -2.829 -2.090
H -5.637 4.959 0.563
H -4.191 4.639 -1.489
H 2.941 -0.536 -5.371
H -4.050 1.795 -2.790
H 0.288 -3.038 -3.548
H -1.135 -2.062 -3.504
H 1.845 -4.102 -2.310
H 2.278 -3.703 -3.952
H -3.164 3.254 -1.720
H -0.522 -0.231 -0.942
H 5.159 -2.672 -1.817
H 3.496 -4.400 -2.808
H -4.957 -0.497 0.169
H 4.430 -2.049 -3.923
H -4.629 0.223 -3.209
H -2.667 1.243 -0.961
H -5.616 1.589 -3.525
H -0.813 0.436 -2.540
H 0.603 0.856 -1.747
H -2.776 4.131 -0.417
H -6.883 -0.516 -2.140
H 2.258 -2.049 -5.163
H 4.016 -3.145 -0.509
H -5.913 3.801 1.782
H 1.843 0.495 -3.713
H 0.566 -0.481 -4.638
H -4.134 -0.723 -1.219
H -7.741 0.926 -1.893
H 0.829 -2.813 -0.957
H -4.411 1.431 1.387
H -2.605 0.125 0.388
H 3.997 -0.617 -3.051
H -7.187 -0.008 -0.446
H 4.337 -1.537 -0.776
H -4.389 4.406 1.719
H -7.299 3.093 -0.517

***

It is #P that is the least stable of them.